# 1
{"formula": "C3H13N5", "method": "wB97M-V/def2-TZVPD", "symbols": ["N", "N", "N", "N", "N", "C", "C", "C", "H", "H", "H", "H", "H", "H", "H", "H", "H", "H", "H", "H", "H"], "coordinates": [[-1.278, -0.323, 0.198], [1.785, 0.986, 0.331], [0.476, 1.871, -1.821], [0.494, 0.476, -1.534], [1.766, -1.252, -0.533], [-1.151, -1.599, 0.857], [-1.632, 0.753, 1.094], [1.280, 0.051, -0.378], [2.337, 0.649, 1.110], [-0.316, -1.605, 1.581], [1.085, -1.972, -0.716], [-2.524, 1.261, 0.717], [1.344, 2.263, -1.443], [-2.051, -1.829, 1.437], [-0.795, 0.005, -0.878], [-1.027, -2.398, 0.124], [2.442, -1.526, 0.164], [0.729, -0.048, -2.371], [-0.832, 1.498, 1.183], [-1.866, 0.466, 2.126], [-0.264, 2.272, -1.249]], "forces_ev_per_a": [[0.284, 0.474, -1.813], [-0.860, -0.594, 0.165], [0.114, -0.191, 0.345], [0.543, -0.150, -0.123], [-0.576, 0.303, 0.365], [0.065, 0.383, -0.381], [-0.060, 0.605, -0.523], [1.929, 1.244, -1.740], [0.076, -0.154, -0.028], [0.107, -0.261, -0.069], [-0.117, -0.024, 0.023], [-0.073, 0.251, 0.119], [-0.249, -0.090, -0.093], [-0.085, -0.103, -0.054], [-1.498, -1.412, 3.776], [0.100, -0.105, 0.081], [-0.168, 0.008, 0.067], [0.225, 0.153, 0.214], [0.100, 0.133, 0.022], [0.077, -0.463, -0.245], [0.065, -0.007, -0.108]], "lowdin_charge": [-0.25, 0.13, 0.03, -0.13, 0.13, -0.20, -0.18, -0.52, 0.05, 0.07, 0.08, 0.06, 0.07, 0.07, 0.14, 0.06, 0.09, 0.13, 0.05, 0.07, 0.07], "gap_ev": 8.03, "lumo_energy_ev": 0.78, "spin_multiplicity": 1, "total_charge": 0, "smiles": "[H]/N=C(\\N)NN.CNC"}

=====

# 2
{"formula": "C33H64O11", "method": "wB97M-V/def2-TZVPD", "symbols": ["O", "O", "O", "O", "O", "O", "O", "O", "O", "O", "O", "C", "C", "C", "C", "C", "C", "C", "C", "C", "C", "C", "C", "C", "C", "C", "C", "C", "C", "C", "C", "C", "C", "C", "C", "C", "C", "C", "C", "C", "C", "C", "C", "C", "H", "H", "H", "H", "H", "H", "H", "H", "H", "H", "H", "H", "H", "H", "H", "H", "H", "H", "H", "H", "H", "H", "H", "H", "H", "H", "H", "H", "H", "H", "H", "H", "H", "H", "H", "H", "H", "H", "H", "H", "H", "H", "H", "H", "H", "H", "H", "H", "H", "H", "H", "H", "H", "H", "H", "H", "H", "H", "H", "H", "H", "H", "H", "H"], "coordinates": [[-0.767, -3.632, 1.432], [-2.288, 1.533, -3.502], [-4.690, 1.056, -1.888], [-2.315, 2.289, 3.334], [-0.611, 0.436, 1.096], [-5.988, -1.669, 4.636], [5.703, -2.173, -6.366], [3.306, 2.884, 3.683], [2.482, -4.140, 0.408], [-2.310, 4.971, 2.818], [2.681, 0.166, -3.526], [-3.180, 1.376, 3.622], [-1.907, 3.206, -5.108], [-2.866, -0.034, 3.498], [-0.929, 4.933, 2.900], [-3.920, 1.701, -5.158], [1.802, -6.323, -0.185], [-0.256, 6.200, 3.428], [-0.434, 4.623, 1.490], [-4.263, 0.974, -0.582], [6.261, -2.033, -5.010], [0.951, 1.393, -2.340], [2.747, -5.284, -0.431], [-3.499, 2.305, -0.275], [-2.468, 1.775, -4.811], [3.035, 1.724, 1.593], [-3.852, -1.066, 3.769], [-0.102, -3.908, 2.636], [-5.543, 0.722, 4.186], [-5.215, -0.731, 4.272], [1.612, 1.361, 3.705], [1.937, 0.223, -2.562], [6.406, -0.508, -4.779], [0.191, 1.429, -0.981], [-3.344, -0.298, -0.476], [-0.349, -2.657, 3.580], [0.984, -0.689, -0.371], [-4.523, 1.829, 3.934], [3.013, -4.781, -1.744], [1.851, -0.869, -1.565], [5.279, -2.492, -3.916], [0.097, 0.477, 0.049], [-0.554, -5.242, 3.242], [2.436, 2.421, 2.848], [-3.184, 2.026, -3.005], [7.210, -2.510, -4.948], [-4.383, 2.389, -4.435], [-2.962, 2.084, 0.588], [-0.450, 3.539, 1.286], [-0.221, -3.684, 0.662], [2.145, -4.247, -2.071], [5.685, -2.453, -2.930], [1.635, 3.132, 2.436], [-0.897, 5.264, 0.726], [-5.166, 0.365, -1.888], [-1.944, 3.576, -6.107], [6.510, -1.872, -6.969], [3.662, -5.809, 0.202], [0.740, -5.878, -0.441], [2.266, 0.651, 3.869], [1.456, -6.633, 0.695], [-2.561, -0.464, -1.275], [-0.327, -6.134, 2.582], [7.172, -0.301, -3.853], [1.087, -1.606, 0.311], [-5.001, 0.960, 0.151], [3.899, -4.187, -1.987], [4.165, -1.966, -4.101], [-3.917, -1.310, -0.736], [4.833, -3.595, -4.148], [-2.855, 2.380, -1.010], [-0.539, 6.565, 4.287], [-4.321, 0.738, -4.978], [3.041, -3.505, 0.709], [0.150, -3.001, 4.603], [0.348, -1.799, 3.053], [-0.915, 3.352, -4.833], [0.729, 0.921, 2.986], [-2.955, -0.521, 0.457], [7.074, -0.040, -5.699], [1.221, 1.614, 4.691], [0.972, -3.982, 2.371], [-6.566, 0.985, 4.405], [0.720, 6.180, 3.330], [0.792, 2.196, -3.017], [-4.103, 3.152, -0.407], [2.631, -1.711, -1.749], [3.176, 2.468, 0.830], [-0.501, 7.183, 2.833], [-2.519, 3.832, -4.345], [-2.045, 0.926, -5.582], [2.310, 0.993, 1.241], [3.180, -5.654, -2.385], [-1.682, -5.176, 3.149], [5.498, -0.178, -4.701], [-0.165, -5.423, 4.371], [-0.419, 4.221, 3.305], [-1.545, -2.524, 3.571], [-1.859, -0.381, 3.010], [3.989, 1.383, 1.740], [-3.392, -2.105, 3.572], [2.633, 3.357, 4.221], [1.777, -7.229, -0.782], [0.580, 4.807, 1.217], [-0.527, 2.275, -0.999], [-4.292, 1.694, -6.063], [-2.746, 4.226, 3.428], [-4.911, 2.977, 3.956]], "forces_ev_per_a": [[-1.686, 0.059, 0.038], [-2.993, 1.067, 4.025], [3.805, 7.538, -0.274], [-2.406, -3.232, 1.208], [2.129, 0.588, -3.221], [1.933, 3.542, -0.939], [2.957, 0.438, -0.457], [2.453, 3.918, 3.214], [-5.314, -2.600, -0.516], [-2.339, -2.149, 2.800], [-0.416, 0.224, 0.633], [2.901, 4.078, -1.406], [-2.525, -0.262, 1.649], [-1.574, -4.604, -0.373], [-0.062, 4.764, -4.000], [0.555, 0.180, 4.958], [-5.836, 0.675, -4.486], [-4.151, 1.552, -5.454], [-0.064, 0.142, -1.679], [4.487, 0.927, 0.493], [-1.577, 1.935, -0.116], [-1.881, -2.160, 7.221], [6.068, 0.473, 5.827], [-2.831, -3.179, 0.939], [1.037, -0.260, -5.233], [-2.502, 1.774, 0.479], [4.730, 2.141, -1.092], [1.540, 0.548, 0.554], [3.366, 4.330, -0.297], [-0.617, -2.865, -0.083], [-4.757, 1.892, -4.114], [-1.025, 0.822, -0.499], [9.532, -1.627, -0.865], [0.934, 3.825, -7.348], [-1.670, -2.144, -2.941], [1.260, -1.029, -0.652], [3.812, -3.728, -2.212], [-6.129, -3.093, 1.397], [0.916, -1.196, -3.031], [-1.828, 0.741, 3.884], [-4.552, -2.297, -3.411], [-0.005, -3.139, 1.554], [-0.893, -0.572, 0.826], [-5.587, -3.971, -3.577], [3.691, -2.447, -1.801], [0.718, -0.710, 0.084], [-0.690, 0.070, -0.624], [0.759, 0.728, 1.977], [-1.000, 0.327, -0.121], [0.851, -0.259, -0.400], [-0.634, 0.309, -0.473], [0.036, 0.285, 0.614], [1.249, -0.200, 0.566], [-0.703, -0.600, 0.134], [-5.982, -8.045, -1.650], [-0.738, 0.186, -0.824], [-2.761, -0.962, 1.758], [-0.842, 1.383, -2.248], [1.324, -0.477, -0.376], [3.296, -4.072, 0.812], [0.318, -0.861, 4.578], [-0.493, 1.275, 0.843], [0.237, 1.042, 0.804], [-2.352, -0.378, -1.858], [-0.511, 1.595, -0.689], [-1.987, -0.610, 1.010], [-0.067, 0.188, 0.999], [3.254, -0.570, 0.952], [0.261, 2.102, 0.655], [1.710, 2.057, 0.660], [3.787, 0.369, -3.699], [-1.485, 0.949, 5.308], [-0.036, -1.462, 1.494], [3.487, 1.997, 0.617], [-1.481, 1.307, -1.818], [-2.363, -1.650, 1.650], [1.946, -0.252, 0.810], [1.905, 0.961, 2.079], [0.938, 0.023, 1.969], [-2.044, -0.940, 2.105], [-0.189, 0.807, -0.257], [-0.300, 0.147, 0.550], [-0.109, 0.128, 0.011], [5.019, -0.620, -0.135], [-0.041, 0.363, -0.519], [-1.139, 1.149, 0.870], [-1.873, 1.288, 0.723], [-0.218, 0.453, -0.579], [0.043, -1.886, 0.134], [0.859, -0.445, -1.583], [0.076, 1.790, 2.272], [0.406, -0.207, -0.054], [-0.391, 0.060, -0.374], [0.996, -0.282, 0.839], [-4.922, 2.758, 0.544], [-1.063, 0.437, -2.776], [1.578, -5.068, 4.079], [3.147, 0.134, 0.394], [-1.959, 1.098, 1.244], [2.243, -1.556, 0.800], [-1.737, 1.518, 0.589], [1.788, 0.202, 0.770], [0.882, 0.152, -0.534], [1.412, 0.575, 0.803], [0.591, -0.503, 0.403], [-1.076, 1.699, -5.281], [1.817, 2.207, -2.116], [1.366, -3.124, -0.135]], "lowdin_charge": [-0.06, -0.10, 0.02, 0.03, 0.03, 0.06, -0.11, 0.01, -0.04, -0.06, 0.08, -0.38, -0.04, 0.02, -0.51, -0.07, -0.08, -0.02, -0.07, -0.42, -0.49, 0.16, -0.53, 0.01, -0.58, -0.01, 0.05, -0.56, 0.07, -0.37, -0.03, -0.41, -0.07, 0.04, -0.02, -0.05, 0.05, 0.07, -0.07, 0.04, -0.09, -0.42, -0.08, -0.56, 0.18, 0.11, 0.10, 0.05, 0.07, 0.05, 0.09, 0.05, 0.13, 0.09, -0.01, 0.06, 0.14, 0.19, 0.13, 0.00, 0.02, 0.09, 0.07, 0.13, 0.11, 0.11, 0.07, 0.13, 0.12, 0.11, -0.01, 0.01, 0.08, 0.04, 0.10, 0.11, 0.03, 0.11, 0.01, 0.13, 0.08, 0.11, 0.09, 0.02, 0.08, 0.08, 0.13, 0.07, 0.13, 0.11, 0.19, 0.05, 0.10, 0.09, -0.02, 0.12, 0.05, 0.08, 0.11, 0.05, 0.12, 0.13, 0.10, 0.06, 0.10, 0.03, 0.13, 0.17], "gap_ev": 6.89, "lumo_energy_ev": -2.55, "spin_multiplicity": 1, "total_charge": 0, "smiles": "O=C1C=CC(=O)C=C1.O=C1C=CC(=O)C=C1.CC(C)O.CC(C)O.CC(C)O.CC(C)O.CC(C)O.CC(C)O.CC(C)O"}

=====

Calculated values (eV) of ΔE to the lowest compared entry with this formula, charge and spin for the records, taken in order: 2.943 0.000.